[1]
Density functional theory data (wB97M-V/def2-TZVPD) for a cluster of 2 separate species, C3H11NS2 in total in a non-equilibrium geometry.

The gap between HOMO and LUMO is 0.33218 Ha. As for the total energy: -971.99045 hartree. For the energy relative to the best compared isomer or geometry (same formula, charge and spin), the calculation gives 72.7 kJ/mol. For the molar mass, the calculation gives 125.26 g/mol. As for the SMILES: NCCS.CS. The value obtained for the strongest force on any atom is 1.89 eV Å⁻¹. The total charge is 0. Its HOMO energy is -8.35 eV.

Positions of all 17 atoms, in Å:
N (-0.255, 1.508, -0.271)
C (0.502, 0.271, -0.205)
C (1.997, 0.639, 0.025)
S (3.122, -0.814, -0.107)
H (0.082, 2.013, -1.089)
H (-0.008, 2.095, 0.531)
H (0.266, -0.421, 0.601)
H (0.418, -0.282, -1.145)
H (2.115, 1.129, 0.988)
H (2.282, 1.310, -0.788)
H (3.240, -0.975, 1.219)
C (-2.288, -1.574, 0.093)
S (-2.802, -0.024, -0.679)
H (-1.483, -2.073, -0.451)
H (-1.987, -1.449, 1.135)
H (-3.130, -2.265, 0.148)
H (-2.071, 0.914, -0.003)

Taken from the natural (NBO) analysis, the atomic charges in e are: N -0.83; C -0.24; C -0.51; S -0.06; H 0.36; H 0.35; H 0.20; H 0.21; H 0.21; H 0.21; H 0.12; C -0.75; S -0.11; H 0.21; H 0.22; H 0.22; H 0.18

***

[2]
Density functional theory data (wB97M-V/def2-TZVPD) for a cluster of 2 separate species, C3H11NS2 in total.

The gap between HOMO and LUMO is 0.35618 Ha. As for the total energy: -972.01326 hartree. For the energy relative to the best compared isomer or geometry (same formula, charge and spin), the calculation gives 12.8 kJ/mol. For the molar mass, the calculation gives 125.26 g/mol. As for the SMILES: CCN.CSS. The value obtained for the strongest force on any atom is 0.37 eV Å⁻¹. The total charge is 0. Its HOMO energy is -9.11 eV.

Positions of all 17 atoms, in Å:
C (0.400, 0.782, 2.823)
C (-0.091, -0.530, 2.232)
N (0.291, -0.653, 0.809)
H (-0.018, 1.619, 2.268)
H (0.134, 0.863, 3.887)
H (1.484, 0.846, 2.767)
H (0.303, -1.373, 2.807)
H (-1.178, -0.560, 2.292)
H (1.012, -1.356, 0.702)
H (-0.511, -0.957, 0.272)
C (-0.992, 0.819, -3.082)
S (0.003, -0.323, -4.061)
S (0.824, -1.554, -2.636)
H (-1.754, 0.297, -2.517)
H (-1.441, 1.478, -3.812)
H (-0.359, 1.405, -2.422)
H (1.893, -0.803, -2.328)

Taken from the natural (NBO) analysis, the atomic charges in e are: C -0.61; C -0.22; N -0.85; H 0.21; H 0.20; H 0.20; H 0.17; H 0.18; H 0.36; H 0.36; C -0.75; S 0.09; S -0.15; H 0.22; H 0.23; H 0.22; H 0.13

***

[3]
Density functional theory data (wB97M-V/def2-TZVPD) for a cluster of 2 separate species, C3H11NS2 in total in a non-equilibrium geometry.

The gap between HOMO and LUMO (alpha / beta) is 0.27391 / 0.12581 Ha. As for the multiplicity: 2. As for the total energy: -971.63221 hartree. For the energy relative to the best compared isomer or geometry (same formula, charge and spin), the calculation gives 167.2 kJ/mol. For the molar mass, the calculation gives 125.26 g/mol. The value obtained for the strongest force on any atom is 4.73 eV Å⁻¹. Its expectation value of S² is 0.76. The total charge is +1. Its HOMO energy (alpha / beta) is -12.68 / -12.33 eV.

Positions of all 17 atoms, in Å:
C (-1.875, -0.280, -1.038)
S (-1.630, 1.340, -0.191)
S (0.300, 1.602, -0.923)
H (-1.608, -1.230, -0.405)
H (-3.034, -0.139, -1.070)
H (-1.156, -0.322, -1.943)
H (0.137, 1.787, -2.230)
C (1.737, -0.700, 1.889)
C (1.822, -1.724, 0.736)
N (0.815, -2.793, 0.779)
H (0.701, -0.629, 2.262)
H (1.896, 0.330, 1.468)
H (2.427, -0.975, 2.744)
H (2.668, -2.244, 0.853)
H (1.560, -1.168, -0.215)
H (0.700, -3.234, -0.075)
H (1.170, -3.479, 1.461)

Taken from the natural (NBO) analysis, the atomic charges in e are: C -0.79; S 0.57; S 0.12; H 0.32; H 0.27; H 0.28; H 0.18; C -0.63; C -0.21; N -0.82; H 0.21; H 0.20; H 0.23; H 0.19; H 0.16; H 0.36; H 0.36

***

[4]
Density functional theory data (wB97M-V/def2-TZVPD) for a cluster of 2 separate species, C3H11O in total in a non-equilibrium geometry.

The gap between HOMO and LUMO is 0.39273 Ha. As for the total energy: -195.76948 hartree. For the energy relative to the best compared isomer or geometry (same formula, charge and spin), the calculation gives 123.0 kJ/mol. For the molar mass, the calculation gives 63.12 g/mol. The value obtained for the strongest force on any atom is 4.17 eV Å⁻¹. The total charge is +1. Its HOMO energy is -15.59 eV.

Positions of all 15 atoms, in Å:
O (1.185, 0.797, -1.758)
H (2.106, 1.003, -2.040)
H (0.625, 0.659, -2.590)
H (0.638, 0.665, -0.858)
C (-0.045, -1.579, 0.357)
C (-1.003, -0.382, 0.832)
C (-0.362, 1.031, 0.894)
H (-0.109, -2.392, 1.187)
H (1.073, -1.259, 0.202)
H (-0.500, -1.989, -0.645)
H (-1.294, -0.681, 1.805)
H (-1.839, -0.244, 0.113)
H (-0.849, 1.721, 1.461)
H (0.717, 1.003, 1.086)
H (-0.342, 1.648, -0.046)

Taken from the natural (NBO) analysis, the atomic charges in e are: O -0.87; H 0.60; H 0.58; H 0.62; C -0.65; C -0.42; C -0.62; H 0.26; H 0.19; H 0.22; H 0.24; H 0.22; H 0.26; H 0.20; H 0.17

***

[5]
Density functional theory data (wB97M-V/def2-TZVPD) for a cluster of 3 separate species, C3H11O2S in total.

The gap between HOMO and LUMO is 0.24171 Ha. As for the total energy: -669.61502 hartree. For the energy relative to the best compared isomer or geometry (same formula, charge and spin), the calculation gives 15.5 kJ/mol. For the molar mass, the calculation gives 111.19 g/mol. The value obtained for the strongest force on any atom is 0.77 eV Å⁻¹. The total charge is -1. Its HOMO energy is -2.83 eV.

Positions of all 17 atoms, in Å:
C (0.386, 1.536, 0.488)
C (1.611, 0.663, 0.756)
C (2.342, 0.249, -0.520)
S (1.526, -1.113, -1.437)
H (0.682, 2.400, -0.121)
H (-0.012, 1.914, 1.427)
H (-0.366, 0.913, 0.009)
H (2.327, 1.221, 1.377)
H (1.280, -0.248, 1.266)
H (3.379, -0.006, -0.298)
H (2.362, 1.101, -1.217)
H (-4.231, -0.332, 0.562)
H (-3.422, -1.489, 0.033)
O (-4.275, -1.295, 0.458)
H (-0.526, -1.404, -0.871)
H (-1.586, -2.450, -1.228)
O (-1.475, -1.660, -0.685)

Taken from the natural (NBO) analysis, the atomic charges in e are: C -0.61; C -0.41; C -0.51; S -0.70; H 0.18; H 0.18; H 0.22; H 0.17; H 0.20; H 0.18; H 0.17; H 0.46; H 0.50; O -0.97; H 0.50; H 0.46; O -1.04

***

[6]
Density functional theory data (wB97M-V/def2-TZVPD) for a cluster of 3 separate species, C3H11O3 in total in a non-equilibrium geometry.

The gap between HOMO and LUMO is 0.27797 Ha. As for the total energy: -346.63840 hartree. For the energy relative to the best compared isomer or geometry (same formula, charge and spin), the calculation gives 36.9 kJ/mol. For the molar mass, the calculation gives 95.12 g/mol. The value obtained for the strongest force on any atom is 2.12 eV Å⁻¹. The total charge is -1. Its HOMO energy is -3.55 eV.

Positions of all 17 atoms, in Å:
C (0.783, 0.793, 0.084)
O (0.093, 0.967, -1.083)
C (0.617, -0.646, 0.641)
C (1.666, -0.923, 1.739)
H (1.814, 1.179, 0.048)
H (0.328, 1.411, 0.915)
H (-0.438, -0.740, 0.919)
H (0.733, -1.414, -0.131)
H (1.508, -1.870, 2.279)
H (2.684, -0.844, 1.372)
H (1.437, -0.238, 2.564)
H (-1.822, -1.197, -1.859)
H (-0.762, -0.131, -1.862)
O (-1.428, -0.560, -2.499)
H (-1.713, 1.496, -0.727)
H (-2.818, 1.116, -1.611)
O (-2.683, 1.601, -0.790)

Taken from the natural (NBO) analysis, the atomic charges in e are: C -0.01; O -0.96; C -0.43; C -0.62; H 0.11; H 0.08; H 0.19; H 0.18; H 0.18; H 0.20; H 0.19; H 0.44; H 0.51; O -1.02; H 0.51; H 0.47; O -1.01